(1)
The following is a quantum chemistry calculation of an isolated ion of composition C4H11N2 and charge +1 in a non-equilibrium geometry, from OMol25.

Atoms and positions in Å:
C 0.24783 1.44659 -0.46188
C -1.03246 0.58900 -0.25166
C -0.68761 -0.69741 0.55807
C -0.79229 -1.86529 -0.07149
N 0.19451 -0.39225 1.63186
N 1.38148 0.58183 -0.89114
H 0.51352 1.78274 0.53809
H 0.10276 2.26791 -1.15747
H -1.59080 1.19091 0.47945
H -1.56632 0.36388 -1.17061
H -1.53790 -2.05723 -0.83842
H -0.26760 -2.78673 0.14039
H 1.47674 -0.19726 -0.22827
H -0.31510 -0.08255 2.45891
H 0.46046 -1.32351 1.97887
H 2.28578 1.05085 -0.94689
H 1.12701 0.12853 -1.76780

Results
Strongest force on any atom (eV Å⁻¹): 2.700
Charge: +1
ΔE to the lowest compared entry with this formula, charge and spin (kcal per mole): 38.6
Total energy (hartree): -268.243363

(2)
The following is a quantum chemistry calculation of an isolated ion of composition C4H11N2 and charge +1 in a non-equilibrium geometry, from OMol25.

Atoms and positions in Å:
C 1.89203 0.58911 -0.10084
C 0.73234 0.46422 0.84856
C -0.42842 -0.26864 0.32457
C -1.60384 0.36274 0.30418
N -2.76078 -0.32092 -0.52042
N 2.22193 -0.78440 -0.50188
H 1.63011 1.13315 -1.01836
H 2.70907 1.12776 0.38569
H 1.03240 -0.11702 1.74791
H 0.56197 1.51804 1.13612
H -0.29882 -1.25670 -0.15170
H -1.73942 1.27580 0.90740
H -2.54947 -1.25926 -0.73993
H -2.90994 0.21802 -1.40010
H -3.60525 -0.27670 -0.00641
H 2.10269 -0.68999 -1.48466
H 3.28601 -0.82048 -0.47866

Results
Strongest force on any atom (eV Å⁻¹): 3.714
Charge: +1
ΔE to the lowest compared entry with this formula, charge and spin (kcal per mole): 57.7
Total energy (hartree): -268.213018

(3)
The following is a quantum chemistry calculation of an isolated ion of composition C4H11N2 and charge +1 in a non-equilibrium geometry, from OMol25.

Atoms and positions in Å:
C -0.45676 -0.16476 -2.20658
C 0.24868 -0.79282 -0.86856
C 0.71807 0.17826 0.27678
C 0.48782 0.12753 1.57341
N -0.74316 -0.41634 2.20093
N 1.08171 1.36109 -0.28459
H -1.03078 -0.88937 -2.80854
H -1.14799 0.71605 -1.84930
H 0.14765 0.35371 -2.95006
H -0.49511 -1.40681 -0.31321
H 1.11364 -1.43836 -1.15211
H 1.02545 0.66960 2.34925
H -1.67169 -0.34252 1.77679
H -0.83989 -0.12338 3.14287
H -0.68260 -1.50666 2.22148
H 1.12191 1.47295 -1.29182
H 1.12307 2.20185 0.18325

Results
Strongest force on any atom (eV Å⁻¹): 5.586
Charge: +1
ΔE to the lowest compared entry with this formula, charge and spin (kcal per mole): 69.3
Total energy (hartree): -268.194427

(4)
The following is a quantum chemistry calculation of C4H11N2O as an isolated structure in a non-equilibrium geometry, from OMol25.

Atoms and positions in Å:
C 0.46453 0.12814 -0.42540
C 0.61521 -1.28509 0.05815
C 0.28751 -1.34187 1.60325
N -0.96343 -0.74630 1.97344
N -0.75447 0.47956 -1.03108
C -0.49873 1.69946 -1.88776
O 0.14462 2.68682 -1.28537
H 1.30629 0.55042 -0.97551
H 0.49460 0.74281 0.66143
H -0.05710 -1.94664 -0.48194
H 1.64865 -1.61443 -0.08798
H 1.08622 -0.80352 2.13232
H 0.34513 -2.40373 1.90723
H -1.68877 -1.45777 1.92456
H 0.40401 1.37347 1.17394
H -1.36570 0.73146 -0.24235
H -1.52288 1.95821 -2.25720
H 0.05432 1.24899 -2.75972

Results
Strongest force on any atom (eV Å⁻¹): 4.669
Charge: -1
ΔE to the lowest compared entry with this formula, charge and spin (kcal per mole): 140.5
Total energy (hartree): -343.547204

(5)
The following is a quantum chemistry calculation of a 2-piece molecular cluster, C4H11N2O overall in a non-equilibrium geometry, from OMol25.

Atoms and positions in Å:
C 0.78988 -0.69730 -1.57502
N -1.23475 -1.18755 2.16862
C -1.87783 -0.03874 1.73385
O -2.75059 -0.03991 0.40446
C 0.82535 0.69674 -1.18339
C 1.57589 0.03167 -0.03607
N 1.38764 1.55310 -2.04830
H 1.34632 -0.98920 -2.51469
H -0.09097 -1.26283 -1.45798
H -0.60664 -1.43620 1.46440
H -2.58698 0.16452 2.50874
H -1.22865 0.86971 1.65334
H -0.09359 1.14876 -0.84415
H 2.29424 -0.83665 -0.00371
H 0.84825 -0.16385 0.74844
H 2.19489 0.77232 0.28714
H -2.64333 -1.00885 0.32464
H 1.85087 2.42424 -1.63033

Results
Strongest force on any atom (eV Å⁻¹): 5.440
Charge: -1
ΔE to the lowest compared entry with this formula, charge and spin (kcal per mole): 167.7
Total energy (hartree): -343.503946

(6)
The following is a quantum chemistry calculation of an isolated ion of composition C4H11N2O and charge -1, from OMol25.

Atoms and positions in Å:
C -0.37750 0.48025 -0.99940
C -1.46295 0.26073 0.04673
C -2.14485 -1.13651 0.07156
O -3.20262 -1.18222 0.88450
N 0.98783 0.03821 -0.64270
C 1.53696 0.66737 0.54025
N 2.94056 0.34936 0.74152
H -0.62154 -0.10830 -1.88434
H -0.32012 1.52611 -1.31296
H -1.11115 0.53796 1.04649
H -2.29516 0.95049 -0.13952
H -2.39489 -1.35890 -1.00684
H -1.32732 -1.88513 0.33047
H 0.96575 -0.96818 -0.50522
H 1.41763 1.74037 0.38807
H 1.00188 0.40626 1.45739
H 3.39763 0.26487 -0.16109
H 3.00985 -0.58275 1.14509

Results
Strongest force on any atom (eV Å⁻¹): 0.550
Charge: -1
ΔE to the lowest compared entry with this formula, charge and spin (kcal per mole): 25.8
Total energy (hartree): -343.730118

(7)
The following is a quantum chemistry calculation of a 2-piece molecular cluster, C4H11N2O overall, from OMol25.

Atoms and positions in Å:
C 0.83798 -0.85651 -0.72417
C 0.79461 0.21855 -1.76596
C -0.10612 1.19749 -1.74087
N 1.81740 0.14463 -2.74261
H 1.80473 -0.84604 -0.21473
H 0.71716 -1.83741 -1.19664
H 0.02245 -0.69608 0.00098
H -0.12254 1.96038 -2.51516
H -0.80407 1.23416 -0.91458
H 2.03693 -0.80055 -3.01996
H 1.64136 0.72625 -3.54905
N -0.31796 -0.33544 3.11086
C -1.59785 -0.31842 2.31804
O -1.39478 0.13111 1.08042
H 0.19377 0.48155 2.79244
H -0.49421 -0.21634 4.10572
H -1.97638 -1.36895 2.36700
H -2.35028 0.29818 2.88725

Results
Strongest force on any atom (eV Å⁻¹): 0.360
Charge: -1
ΔE to the lowest compared entry with this formula, charge and spin (kcal per mole): 24.5
Total energy (hartree): -343.732175

(8)
The following is a quantum chemistry calculation of an isolated ion of composition C4H11N2O and charge -1 in a non-equilibrium geometry, from OMol25.

Atoms and positions in Å:
C -0.10068 0.43876 -0.27691
C 1.00940 0.57933 0.73727
C 1.80047 1.92327 0.55078
O 1.06065 2.94196 0.08410
N -0.40638 -0.95329 -0.66485
C -1.60249 -1.53628 -0.07603
N -1.69281 -2.95966 -0.24862
H -1.01925 0.92276 0.07487
H 0.19336 0.99807 -1.16054
H 0.67504 0.47843 1.78088
H 1.75439 -0.23479 0.70087
H 2.26544 2.08889 1.56635
H 2.66719 1.69304 -0.12795
H -0.35402 -1.10893 -1.66059
H -1.57048 -1.25272 0.97047
H -2.52202 -1.13524 -0.53284
H -0.92310 -3.44809 0.19387
H -1.60737 -3.19304 -1.23113

Results
Strongest force on any atom (eV Å⁻¹): 1.231
Charge: -1
ΔE to the lowest compared entry with this formula, charge and spin (kcal per mole): 33.1
Total energy (hartree): -343.718407

(9)
The following is a quantum chemistry calculation of an isolated ion of composition C4H11N2O and charge +1 in a non-equilibrium geometry, from OMol25.

Atoms and positions in Å:
O 0.04751 -2.36067 -0.43796
C -0.01564 -1.91605 0.69574
N 0.03027 -2.58537 1.84050
C -0.38798 -0.41449 0.81075
N -0.54538 0.07344 -0.59787
C -0.50167 1.51534 -0.97015
C 1.00543 1.99570 -1.14818
H -0.29763 -2.03432 2.62320
H 0.39391 -3.48583 2.11569
H -1.30061 -0.22629 1.42363
H 0.44170 0.21086 1.21161
H -1.30618 -0.45868 -1.06034
H 0.34127 -0.24518 -0.99313
H -0.98997 2.04342 -0.14461
H -0.96606 1.77429 -1.94067
H 1.23481 2.51158 -2.06101
H 1.53141 1.04286 -1.08650
H 1.28483 2.55939 -0.28070

Results
Strongest force on any atom (eV Å⁻¹): 2.653
Charge: +1
ΔE to the lowest compared entry with this formula, charge and spin (kcal per mole): 34.1
Total energy (hartree): -343.509796

(10)
The following is a quantum chemistry calculation of a 2-piece molecular cluster, C4H11N2O overall in a non-equilibrium geometry, from OMol25.

Atoms and positions in Å:
N 1.77900 -0.47403 0.99624
C 1.33574 -0.80050 -0.29600
C 0.59983 0.38544 -1.08295
N -0.37810 1.14048 -0.41235
C -1.71799 0.67229 -0.34590
C -1.66747 -0.69255 0.37582
O -1.52545 -1.71151 -0.18236
H -0.31729 0.64976 1.71277
H 1.08307 -0.41913 1.73392
H 2.56737 0.15065 1.11437
H 0.75635 -1.71243 -0.19340
H 2.16296 -1.05848 -0.96205
H 1.40739 1.09027 -1.29452
H 0.22726 0.01639 -2.03409
H -0.05020 1.41482 0.53552
H -2.12541 0.44968 -1.32855
H -2.33531 1.40662 0.16520
H -1.80176 -0.50779 1.49834

Results
Strongest force on any atom (eV Å⁻¹): 1.677
Charge: +1
ΔE to the lowest compared entry with this formula, charge and spin (kcal per mole): 163.1
Total energy (hartree): -343.304222

(11)
The following is a quantum chemistry calculation of an isolated ion of composition C4H11N2O and charge +1 in a non-equilibrium geometry, from OMol25.

Atoms and positions in Å:
C 0.24282 -0.39842 -1.10399
C -0.03623 0.69378 -0.00346
C -0.76380 0.47708 1.25332
C -0.54791 1.86355 -0.87871
N 1.22367 -1.46408 -0.80849
N -0.74017 -0.68495 1.78212
O 1.31853 -2.14289 0.45471
H -0.73509 -0.77836 -1.43311
H 0.73578 0.07219 -1.83881
H 0.95297 0.93494 0.57244
H -1.40753 1.26652 1.75770
H -1.15009 1.52154 -1.69769
H 0.31985 2.30238 -1.23139
H -1.22765 2.54956 -0.29789
H 1.23931 -2.10401 -1.51574
H 2.09425 -1.84492 0.88960
H -0.28081 -1.45605 1.41662
H -1.23792 -0.80785 2.68277

Results
Strongest force on any atom (eV Å⁻¹): 5.741
Charge: +1
ΔE to the lowest compared entry with this formula, charge and spin (kcal per mole): 101.8
Total energy (hartree): -343.401947

(12)
The following is a quantum chemistry calculation of a 2-piece molecular cluster, C4H11N2O overall in a non-equilibrium geometry, from OMol25.

Atoms and positions in Å:
O 1.66709 -0.57730 -0.43651
C 0.51126 -0.86816 -0.39282
C -0.52483 -0.00321 0.25729
C -1.68501 -0.62674 0.69090
C -3.08299 -0.10777 -0.04131
N -3.17617 1.29661 -0.08446
N 5.49492 0.54662 0.04033
H 0.12614 -1.82771 -0.75975
H -0.21583 0.92945 0.73584
H -1.81610 -0.20584 1.68854
H -1.66343 -1.71656 0.70854
H -3.94978 -0.54514 0.44418
H -3.00478 -0.44652 -1.07535
H -2.90568 1.79584 -0.91398
H -3.91274 1.70602 0.45768
H 4.74992 0.91023 -0.53094
H 6.05944 -0.18457 -0.35671
H 4.98220 0.19990 0.81978

Results
Strongest force on any atom (eV Å⁻¹): 2.764
Charge: +1
ΔE to the lowest compared entry with this formula, charge and spin (kcal per mole): 126.7
Total energy (hartree): -343.362297